# 1
Here is a structure of composition C17H18BF9N7RuS from the OMol25 dataset. Energies are from wB97M-V/def2-TZVPD.

Summary:
Highest occupied orbital energy (alpha / beta): 0.51 / -0.05 eV
Net charge: -2
E: -2458.7769 a.u.
Spin multiplicity: 2

Element x y z (Å)
Ru 0.61 0.44 0.29
N 2.04 1.52 1.49
C 1.90 2.97 1.70
C 0.50 3.36 2.15
C -0.56 3.29 1.05
N -1.06 1.92 0.87
H 2.05 1.03 2.38
H 2.93 1.32 1.03
H 2.13 3.46 0.75
H 2.63 3.31 2.45
H 0.55 4.39 2.51
H 0.20 2.74 3.00
H -0.14 3.59 0.10
H -1.38 3.99 1.28
H -1.74 1.94 0.12
H -1.51 1.60 1.72
N -2.15 -3.45 -2.05
N -1.68 -2.16 -1.87
N -1.61 -1.28 -2.85
C -1.03 -0.26 -2.24
N -0.78 -0.53 -0.94
N -1.18 -1.76 -0.73
H -2.40 -3.78 -1.12
H -1.36 -4.01 -2.36
H -0.83 0.70 -2.68
F -1.11 2.87 -2.14
B -2.45 3.29 -2.29
F -2.49 4.68 -2.55
F -3.05 2.59 -3.35
F -3.14 3.02 -1.09
C 1.97 -0.20 -0.63
C 3.08 -0.75 -1.26
C 3.68 -0.17 -2.43
C 4.78 -0.73 -3.03
C 5.38 -1.90 -2.53
C 4.80 -2.50 -1.39
C 3.70 -1.96 -0.78
H 3.23 0.74 -2.83
H 5.21 -0.25 -3.91
H 6.25 -2.33 -3.00
H 5.23 -3.41 -0.99
H 3.26 -2.43 0.09
F -5.32 -3.34 1.98
C -4.13 -2.72 2.16
C -2.95 -3.36 1.84
F -2.99 -4.62 1.33
C -1.73 -2.73 2.03
F -0.64 -3.43 1.72
C -1.62 -1.42 2.52
S -0.09 -0.63 2.68
C -2.85 -0.82 2.83
F -2.87 0.44 3.31
C -4.07 -1.44 2.66
F -5.21 -0.80 2.98

# 2
Here is a cluster of 6 separate species, C17H18F5NO15 in total in a non-equilibrium geometry from the OMol25 dataset. Energies are from wB97M-V/def2-TZVPD.

Summary:
SMILES string: O=C1OC[C@@H](F)O1.O=C1OC[C@@H](F)O1.O=C1OC[C@@H](F)O1.O=C1OC[C@@H](F)O1.O=C1OC[C@@H](F)O1.CC#N
Highest occupied orbital energy: -10.99 eV
E: -2341.2918 a.u.
Spin multiplicity: 1

Element x y z (Å)
O -22.68 10.95 -6.07
C -23.57 10.64 -5.26
O -23.24 10.44 -3.94
C -24.38 10.00 -3.26
C -25.47 10.46 -4.17
F -25.77 11.71 -3.93
O -24.91 10.49 -5.42
H -24.27 8.92 -3.38
H -24.39 10.36 -2.23
H -26.39 9.89 -4.05
O -28.39 1.75 -1.71
C -28.16 1.71 -0.55
O -27.86 0.65 0.16
C -27.81 1.01 1.54
C -27.68 2.52 1.64
F -26.39 2.85 1.74
O -28.20 2.82 0.32
H -28.81 0.76 1.90
H -26.93 0.52 1.96
H -28.24 3.06 2.40
O -29.17 8.77 -0.87
C -29.50 9.18 -1.95
O -28.96 10.25 -2.61
C -29.35 10.30 -3.96
C -30.60 9.40 -3.89
F -30.80 8.62 -4.93
O -30.28 8.55 -2.78
H -29.65 11.25 -4.41
H -28.61 9.84 -4.61
H -31.59 9.78 -3.63
O -23.90 6.80 -6.43
C -25.07 7.01 -6.75
O -25.62 8.15 -6.83
C -26.97 8.13 -7.26
C -27.17 6.61 -7.13
F -27.75 5.97 -8.17
O -25.92 6.07 -7.04
H -27.58 8.75 -6.59
H -27.08 8.46 -8.29
H -27.61 6.25 -6.21
O -25.16 2.37 -0.78
C -24.85 3.53 -0.87
O -25.57 4.52 -1.42
C -24.72 5.64 -1.54
C -23.54 5.40 -0.57
F -23.80 5.87 0.66
O -23.58 4.01 -0.55
H -24.36 5.74 -2.56
H -25.30 6.55 -1.38
H -22.55 5.70 -0.91
C -28.59 5.60 -2.20
C -27.97 6.59 -3.14
N -27.47 7.41 -3.76
H -29.53 5.20 -2.57
H -28.72 6.30 -1.38
H -27.98 4.76 -1.89